(1)
Formula: C24H41BrCaClF7N4O9
Source: the OMol25 dataset
Level of theory: the ωB97M-V functional and the def2-TZVPD basis

Orbital gap, eV: 1.11
Total charge: 0
Highest occupied orbital energy, hartree: -0.24494
E_tot, a.u.: -6245.72221
Strongest force on any atom, eV/A: 2.00
Molar mass, g mol⁻¹: 818.0

The geometry in XYZ format:
```
88
Properties=species:S:1:pos:R:3:mulliken_charge:R:1
N 2.4091 0.5319 -2.5133 -0.20
C 1.5123 1.0028 -1.4842 -2.18
N 1.1837 2.5003 -1.4977 0.81
C 2.4161 3.3063 -1.2266 0.63
F 3.2225 3.2498 -2.2905 -0.31
F 3.0570 2.7329 -0.1827 -0.38
C 2.2167 4.8008 -0.8785 0.35
F 3.4388 5.2553 -0.5177 -0.30
F 1.8336 5.4618 -1.9801 -0.23
C 0.5399 2.8228 -2.8616 -0.96
C -0.6166 3.7910 -2.8106 -0.50
O -1.5309 3.4186 -1.7902 -0.43
C -0.9053 3.6515 -0.5610 -0.30
C 0.2067 2.6438 -0.3309 -0.82
H 1.9432 0.4480 -3.4149 0.20
H 2.5712 -0.4296 -2.2088 0.19
H 1.9261 0.7113 -0.5288 0.72
H 0.5481 0.5178 -1.5975 0.91
H 1.5346 4.9768 -0.0486 0.33
H 0.1692 1.8844 -3.2588 0.69
H 1.3009 3.1659 -3.5504 0.34
H -1.0472 3.7054 -3.8071 0.24
H -0.3198 4.8287 -2.6400 0.32
H -0.5587 4.6901 -0.4928 0.38
H -1.6289 3.5027 0.2351 0.30
H 0.7718 2.8915 0.5656 0.34
H -0.2280 1.6675 -0.1564 0.42
C 7.0107 1.4465 -1.4511 -0.91
C 5.8368 0.8581 -1.8357 0.50
C 5.5414 -0.5971 -1.5039 0.92
O 4.5038 -1.0728 -1.8443 -0.43
C 6.5440 -1.3539 -0.7363 -1.12
C 7.6483 -0.7233 -0.3622 0.16
C 7.9590 0.7140 -0.6892 0.86
O 9.0301 1.0803 -0.2112 -0.67
O 8.6053 -1.3240 0.3983 -0.74
O 4.8984 1.4824 -2.4612 -0.46
H 7.2276 2.4813 -1.6764 0.51
H 6.3173 -2.4010 -0.5351 0.78
H 9.3011 -0.6149 0.5146 0.34
H 4.0183 0.9741 -2.5595 0.37
Cl -0.3223 2.6216 -5.7294 -0.65
C -5.2717 4.4704 2.3654 -0.77
C -5.1261 5.9150 2.8192 -0.27
O -4.2975 6.1196 3.9579 -0.36
C -2.8995 6.1914 3.7714 0.11
O -2.4414 6.9142 2.7993 -0.65
C -2.2318 4.7595 3.6813 0.67
F -2.8194 3.8469 4.4654 -0.27
F -0.9483 4.8541 4.0805 -0.28
F -2.2103 4.2653 2.4323 -0.16
H -5.3961 3.8104 3.2246 0.25
H -6.1528 4.3871 1.7273 0.40
H -4.4192 4.1235 1.7866 0.00
H -6.1060 6.2728 3.1395 0.31
H -4.8020 6.5624 2.0007 0.29
H -2.5576 6.5056 4.7930 0.27
Ca 7.1618 -2.1743 1.9803 1.27
C -0.7727 -3.5840 -1.9286 -0.71
N -0.7919 -2.2630 -2.6072 1.08
O -0.0556 -2.0871 -3.5556 -0.59
O -1.5971 -1.4523 -2.1971 -0.57
H -0.0356 -4.2104 -2.4161 0.24
H -0.5405 -3.4473 -0.8869 0.04
H -1.7765 -3.9882 -2.0670 0.39
C -1.7944 -7.6958 -0.2008 -1.52
C -1.8123 -6.4523 0.6754 -0.27
N -3.0912 -5.7649 0.6601 0.22
C -3.0351 -4.4370 1.2396 -0.22
C -2.7112 -4.2967 2.7332 -1.16
C -4.2448 -6.5712 1.0187 -0.73
C -4.2426 -7.2583 2.3910 -0.95
H -2.1152 -7.4549 -1.2153 0.32
H -0.7818 -8.0994 -0.2473 0.45
H -2.4415 -8.4832 0.1870 0.31
H -1.0658 -5.7453 0.3026 0.41
H -1.4860 -6.7326 1.6909 0.24
H -3.9824 -3.9284 1.0395 0.41
H -2.2908 -3.8559 0.6859 -0.16
H -3.5516 -4.5798 3.3670 0.28
H -2.4785 -3.2534 2.9527 0.47
H -1.8448 -4.8945 3.0201 0.26
H -4.3691 -7.3417 0.2539 0.39
H -5.1287 -5.9353 0.9288 0.37
H -3.2888 -7.7475 2.5957 0.25
H -5.0176 -8.0269 2.4157 0.37
H -4.4490 -6.5636 3.2040 0.26
Br 1.2248 -1.9739 -0.5528 -0.65
```



(2)
Formula: C24H42AlBr6Cl4F7O11S3
Source: the OMol25 dataset
Level of theory: the ωB97M-V functional and the def2-TZVPD basis

Orbital gap, eV: 0.88
Total charge: 0
Relative energy (zero: lowest compared OMol25 entry of this formula, charge and spin), kcal per mole: 0.00
Highest occupied orbital energy, hartree: -0.19610
E_tot, a.u.: -21187.71062
Strongest force on any atom, eV/A: 3.47
Molar mass, g mol⁻¹: 1384.0

The geometry in XYZ format:
```
98
Properties=species:S:1:pos:R:3:mulliken_charge:R:1
C 4.8623 1.2540 2.1134 -1.00
C 4.6930 -0.1477 1.4206 0.18
C 3.5962 -0.0815 0.3154 0.75
O 4.2473 -0.2761 -0.9903 -0.46
C 4.0985 0.8509 -1.7510 0.61
O 4.7731 1.7785 -1.5744 -0.46
C 3.0507 0.9473 -2.8961 -0.58
S 1.6856 2.0436 -2.3625 -0.01
S 0.1095 0.8198 -1.6526 0.04
C 0.5648 -0.9438 -1.7348 -0.62
C -0.1078 -1.8635 -0.6533 0.22
C -0.5251 -3.2184 -1.3134 -1.17
C 0.7788 -3.9269 -1.7616 -0.28
O 1.0269 -3.5167 -3.1127 -0.44
C -0.1137 1.3751 0.1190 0.46
F 0.3777 2.6135 0.1736 -0.26
F 0.5500 0.6446 1.0065 -0.16
C -1.6566 1.4771 0.3993 0.81
F -2.3302 0.6455 -0.4013 -0.26
F -2.0203 2.7079 0.0372 -0.30
C -2.0740 1.2253 1.8799 0.64
F -2.3237 -0.0520 2.0650 -0.24
F -3.2376 1.8556 2.0542 -0.25
F -1.2482 1.7302 2.7562 -0.24
O 4.5610 -1.2563 2.3436 -0.31
C 3.3562 -1.3251 2.9643 0.67
O 2.9055 -0.5742 3.7352 -0.47
C 2.5053 -2.5921 2.6460 -0.61
S 3.3281 -3.7697 1.5129 -0.20
H 5.6504 1.8323 1.6079 0.32
H 3.8907 1.7671 2.0651 0.31
H 5.1573 1.0594 3.1504 0.11
H 5.6477 -0.3130 0.8974 0.44
H 3.1409 0.9233 0.2812 0.52
H 2.8158 -0.8566 0.3799 -0.95
H 3.5310 1.4388 -3.7559 0.46
H 2.6941 -0.0429 -3.2167 0.41
H 1.6499 -1.1205 -1.7184 0.08
H 0.1938 -1.3040 -2.7168 0.99
H -0.9275 -1.3993 -0.0852 0.16
H 0.6787 -2.1150 0.0816 -0.23
H -1.0003 -3.8285 -0.5319 0.46
H -1.1605 -3.0245 -2.1878 0.48
H 0.6675 -5.0203 -1.7095 0.39
H 1.6532 -3.6142 -1.1735 0.04
H 1.8939 -3.1069 -3.1250 0.25
H 1.4932 -2.3112 2.3200 0.20
H 2.3861 -3.1320 3.6011 0.54
H 3.6651 -3.1005 0.3779 0.07
Br 4.6757 0.4413 5.1323 -0.06
Al 6.2313 -1.2972 5.6896 0.18
C -5.3955 3.7417 2.9293 -0.91
C -5.1282 3.1055 4.2778 -0.12
O -6.0851 3.5359 5.2513 -0.37
C -7.2663 2.9209 5.1986 0.74
O -7.5789 2.0535 4.4309 -0.55
O -8.0489 3.4501 6.1377 -0.35
C -9.3804 2.9325 6.1456 -0.63
H -5.4523 4.8276 3.0216 0.34
H -4.6116 3.4903 2.2228 0.16
H -6.3482 3.4065 2.5184 0.30
H -4.1521 3.4224 4.6452 0.32
H -5.1103 2.0169 4.2110 0.30
H -9.3811 1.8452 6.1942 0.30
H -9.9196 3.2758 5.2632 0.29
H -9.8757 3.3211 7.0319 0.23
C 0.1380 -4.8462 -6.6816 0.31
Cl -0.4223 -5.1514 -8.3337 -0.13
Cl 0.6239 -6.3833 -5.9248 -0.14
Cl 1.5171 -3.7305 -6.7008 -0.05
Cl -1.1661 -4.1034 -5.7474 -0.08
C -2.5650 -0.9636 -8.0064 -0.18
Br -4.2964 -1.7315 -7.6187 -0.03
Br -2.6160 0.1658 -9.5693 -0.03
Br -1.8355 -0.0387 -6.4808 0.08
H -1.8944 -1.7851 -8.2278 0.15
C 2.8751 -4.8360 -9.8603 -0.11
O 3.7570 -3.8719 -10.0093 -0.42
H 1.9819 -4.6011 -9.2311 -0.09
H 2.3871 -5.2285 -10.7818 0.25
H 3.2260 -5.7744 -9.3733 0.23
Br 2.0809 -1.0563 -7.3250 -0.65
C -0.6850 4.5267 -4.6106 -0.60
O -0.8769 3.2110 -4.0898 -0.33
H -0.7703 4.4830 -5.6928 0.24
H -1.4481 5.2010 -4.2161 0.29
H 0.3087 4.8960 -4.3424 0.24
H -0.8005 3.2713 -3.1352 0.17
C 0.5927 0.2533 7.7595 -1.07
C 1.4981 1.4619 7.5958 -0.16
O 1.9631 1.5600 6.2460 -0.26
H 1.1257 -0.6610 7.4918 0.25
H 0.2387 0.1661 8.7884 0.36
H -0.2744 0.3245 7.0965 0.27
H 2.3656 1.3759 8.2400 0.28
H 0.9660 2.3836 7.8543 0.26
H 1.1791 1.6450 5.6925 0.12
Br 4.4987 2.1908 7.0132 -0.44
```



(3)
Formula: C24H42F2N5O8
Source: the OMol25 dataset
Level of theory: the ωB97M-V functional and the def2-TZVPD basis

Orbital gap, eV: 6.31
Total charge: +1
Highest occupied orbital energy, hartree: -0.39811
E_tot, a.u.: -2014.31216
Strongest force on any atom, eV/A: 9.10
Molar mass, g mol⁻¹: 566.6

The geometry in XYZ format:
```
81
Properties=species:S:1:pos:R:3:mulliken_charge:R:1
C 0.0831 -2.1583 0.4317 -0.63
C 0.6655 -1.2802 -0.8215 0.23
O 1.3204 -1.9748 -1.7932 -0.53
N 0.6018 0.2155 -0.9998 0.31
C 1.2004 0.9880 0.1491 0.68
C 0.9500 2.6220 0.3498 -0.80
O 1.9464 0.4092 1.1306 -0.54
C -0.7469 0.7199 -1.4369 -0.67
N -1.2973 0.0477 -2.7127 -0.33
C -2.7481 -0.1525 -2.3343 0.29
N -3.9076 -0.1824 -3.0689 -0.07
C -5.2127 -0.3738 -2.2612 0.36
C -5.6235 -1.8978 -1.9974 -0.34
C -6.9497 -2.2343 -1.1137 -0.32
C -7.6618 -0.8540 -0.6213 -0.33
C -7.0492 0.5575 -1.0721 -0.10
N -5.8484 0.9147 -1.8775 -0.39
N -2.8439 -0.2844 -0.8305 -0.33
C -1.9761 0.9095 -0.3792 0.97
F -1.8056 0.6080 1.0579 -0.24
F -2.9406 2.0442 -0.6324 -0.31
H -0.9358 -1.7909 0.8735 0.16
H 0.9035 -2.3062 1.2681 0.30
H -0.1270 -3.2523 0.0015 0.26
H -0.0448 2.8290 0.9752 0.27
H 0.8606 3.1764 -0.6916 0.24
H 1.8678 3.0529 0.9531 0.31
H -0.5488 1.8170 -1.8613 0.27
H -1.3381 0.7645 -3.4699 0.41
H -3.8785 -0.0623 -4.1050 0.29
H -4.9757 -2.7776 -2.4341 0.30
H -7.3011 -3.3219 -0.8646 0.34
H -8.6234 -0.8992 0.0590 0.30
H -7.6615 1.5137 -0.6954 0.32
H -2.3790 -1.2206 -0.6650 0.31
C 2.6245 -8.2932 2.6321 -0.76
O 1.6033 -7.5060 3.2237 -0.26
C 1.8064 -6.1085 3.0060 -0.62
C 0.4929 -5.3431 3.1876 -0.45
O -0.3623 -5.4242 2.0398 -0.34
C -1.0265 -6.6797 1.8473 -0.43
C -2.1655 -6.9096 2.8443 -0.60
O -1.6459 -7.3763 4.0906 -0.26
C -2.5562 -7.1765 5.1602 -0.77
H 3.6000 -8.0394 3.0563 0.32
H 2.4090 -9.3451 2.8379 0.24
H 2.6334 -8.1503 1.5469 0.32
H 2.1965 -5.9319 1.9990 0.34
H 2.5381 -5.7630 3.7451 0.44
H 0.7356 -4.2802 3.2941 0.42
H -0.0343 -5.6405 4.0959 0.19
H -0.3139 -7.5072 1.8386 0.20
H -1.4623 -6.6256 0.8441 0.38
H -2.8432 -7.6800 2.4601 0.44
H -2.7209 -5.9750 2.9890 0.34
H -2.7545 -6.1088 5.2957 0.33
H -2.0998 -7.5593 6.0766 0.24
H -3.4917 -7.7167 4.9752 0.32
C 6.3739 5.3434 -1.1036 -0.75
O 5.4052 6.1129 -1.7981 -0.26
C 4.6062 5.3120 -2.6709 -0.56
C 3.2937 6.0281 -3.0009 -0.39
O 2.3177 5.9109 -1.9573 -0.44
C 2.5552 6.7107 -0.7918 -0.32
C 2.2820 8.1990 -1.0254 -0.67
O 3.3987 8.8117 -1.6726 -0.25
C 3.0478 10.0295 -2.3101 -0.78
H 7.0546 4.8563 -1.8073 0.32
H 6.9476 6.0151 -0.4595 0.23
H 5.8833 4.5968 -0.4711 0.30
H 4.3888 4.3443 -2.2087 0.31
H 5.1802 5.1547 -3.5911 0.42
H 2.8497 5.5315 -3.8705 0.39
H 3.4530 7.0715 -3.2786 0.19
H 3.5541 6.5343 -0.3874 0.22
H 1.8415 6.3505 -0.0434 0.35
H 2.1402 8.7043 -0.0637 0.44
H 1.3777 8.3150 -1.6350 0.35
H 2.3060 9.8479 -3.0938 0.33
H 3.9448 10.4446 -2.7767 0.24
H 2.6608 10.7487 -1.5792 0.32
```